(1)
C2H8N6 as an isolated structure, computed with the ωB97M-V functional and the def2-TZVPD basis.

Summary:
- HOMO level (Ha) = -0.3370
- HOMO-LUMO gap (Ha) = 0.355

```
16
C2H8N6, DFT the ωB97M-V functional and the def2-TZVPD basis
C 0.106 -0.362 -0.318
C -1.320 0.157 0.112
H 2.142 0.264 -1.133
H 2.237 -0.847 -2.576
H -0.104 0.899 -1.754
H 0.268 -1.616 2.208
H 1.519 -0.211 2.710
H -2.040 1.424 1.510
H -0.393 1.196 1.630
H -2.521 -0.694 -1.341
N 1.712 0.082 -1.997
N 0.324 -0.133 -1.698
N 1.059 -0.761 0.424
N 0.579 -0.524 1.760
N -1.108 1.250 0.933
N -2.462 -0.124 -0.470
```

(2)
C2H8N6 as an isolated structure, computed with the ωB97M-V functional and the def2-TZVPD basis.

Summary:
- HOMO level (Ha) = -0.2965
- HOMO-LUMO gap (Ha) = 0.304

```
16
C2H8N6, DFT the ωB97M-V functional and the def2-TZVPD basis
C 0.216 -0.006 -0.360
C -0.734 -0.206 0.818
H 2.774 -0.526 1.137
H 2.817 1.563 1.090
H 2.156 0.482 -0.583
H -1.960 -0.689 -2.013
H -0.629 -0.788 -3.382
H -1.906 0.678 -0.070
H -2.544 -0.351 1.156
H 0.445 -0.011 2.447
N 2.204 0.441 1.314
N 1.348 0.706 0.117
N 0.165 -0.272 -1.712
N -0.977 -0.442 -2.560
N -1.977 -0.410 0.305
N -0.484 0.107 2.174
```

(3)
C2H8N6 as an isolated structure, computed with the ωB97M-V functional and the def2-TZVPD basis.

Summary:
- HOMO level (Ha) = -0.2849
- HOMO-LUMO gap (Ha) = 0.298

```
16
C2H8N6, DFT the ωB97M-V functional and the def2-TZVPD basis
C 0.335 -0.006 -0.927
C -1.156 -0.076 1.074
H 2.355 -0.061 -1.840
H 2.085 0.123 -4.086
H -0.762 -0.381 -2.840
H 0.658 0.139 0.988
H -1.924 -0.496 -0.674
H -2.166 -0.113 1.304
H -0.536 -0.535 3.531
H -0.277 1.393 3.654
N 1.766 -0.370 -2.850
N 0.440 -0.040 -2.325
N 1.340 0.133 -0.020
N -0.976 -0.507 -0.290
N -0.344 0.286 2.029
N -0.838 0.510 3.273
```

Which of them is the most stable, and which is the least stable? (1) and (3), in that order.

(1)
One molecule with the formula C2H5N3O, computed with the ωB97M-V functional and the def2-TZVPD basis.

Summary:
- HOMO level (Ha) = -0.3379
- HOMO-LUMO gap (Ha) = 0.378

```
11
C2H5N3O, DFT the ωB97M-V functional and the def2-TZVPD basis
N 2.428 -0.291 0.019
C 1.243 -0.594 -0.501
O 0.364 0.292 0.027
N -1.883 -0.452 0.570
C -0.952 0.069 -0.375
N -1.872 0.986 0.188
H 2.569 0.479 0.668
H 3.230 -0.837 -0.248
H -1.427 -0.468 1.482
H -1.028 -0.292 -1.397
H -2.672 1.108 -0.432
```

(2)
One molecule with the formula C2H5N3O, computed with the ωB97M-V functional and the def2-TZVPD basis.

Summary:
- HOMO level (Ha) = -0.3219
- HOMO-LUMO gap (Ha) = 0.349

```
11
C2H5N3O, DFT the ωB97M-V functional and the def2-TZVPD basis
N -2.129 -0.017 0.306
C -1.044 -0.649 -0.277
O -1.127 -1.666 -0.922
N 0.163 0.009 0.029
C 1.340 -0.347 -0.531
N 2.339 0.386 -0.060
H -3.013 -0.380 -0.019
H -2.103 0.988 0.412
H 0.112 0.737 0.745
H 3.157 -0.137 -0.378
H 2.303 1.076 0.696
```

(3)
One molecule with the formula C2H5N3O, computed with the ωB97M-V functional and the def2-TZVPD basis.

Summary:
- HOMO level (Ha) = -0.3120
- SMILES string = C=NN/C=N\O
- HOMO-LUMO gap (Ha) = 0.345

```
11
C2H5N3O, DFT the ωB97M-V functional and the def2-TZVPD basis
C -1.393 -1.970 -0.102
N -0.828 -0.823 0.035
N -0.195 -0.347 -1.028
C 0.852 0.604 -0.806
N 1.100 1.355 0.268
O 0.455 1.215 1.531
H -1.198 -2.798 -0.978
H -1.916 -2.217 0.925
H -0.034 -0.901 -1.862
H 1.420 1.039 -1.682
H 0.800 2.062 1.870
```

Which of them is the most stable, and which is the least stable? (2) and (3), in that order.

(1)
C2H5N3O as an isolated structure, computed with the ωB97M-V functional and the def2-TZVPD basis.

Summary:
- HOMO level (spin up / spin down) (Ha) = -0.2988 / -0.2988
- HOMO-LUMO gap (spin up / spin down) (Ha) = 0.318 / 0.318

```
11
C2H5N3O, DFT the ωB97M-V functional and the def2-TZVPD basis
C -0.161 -1.081 -1.229
C 0.257 0.502 -0.061
N 0.635 -1.087 0.221
N -1.017 0.875 0.316
N 1.311 1.206 -0.090
O -1.138 -1.743 -1.289
H 1.649 -1.104 0.152
H 0.234 -1.621 0.998
H -1.098 1.612 0.997
H -1.781 0.242 0.136
H 1.109 2.200 -0.151
```

(2)
C2H5N3O as an isolated structure, computed with the ωB97M-V functional and the def2-TZVPD basis.

Summary:
- HOMO level (Ha) = -0.3376
- HOMO-LUMO gap (Ha) = 0.362

```
11
C2H5N3O, DFT the ωB97M-V functional and the def2-TZVPD basis
N -2.093 -0.064 0.314
C -0.957 -0.620 -0.235
O -0.951 -1.637 -0.886
N 0.205 0.101 0.103
C 1.425 -0.139 -0.444
N 2.484 0.537 0.010
H -2.946 -0.485 -0.024
H -2.138 0.937 0.434
H 0.121 0.821 0.821
H 2.511 -0.710 -0.155
H 2.310 1.128 0.850
```

Which of them is the most stable, and which is the least stable? (2) and (1), in that order.

(1)
C24H64AsF6O24S8 as an isolated structure, computed with the ωB97M-V functional and the def2-TZVPD basis.

Summary:
- net charge = -1
- HOMO level (Ha) = -0.3141
- HOMO-LUMO gap (Ha) = 0.375

```
127
C24H64AsF6O24S8, DFT the ωB97M-V functional and the def2-TZVPD basis
As 0.384 -0.684 0.415
F -0.438 -0.063 1.845
F 1.435 0.748 0.358
F 1.207 -1.375 -1.066
F -0.396 -2.241 0.523
F -0.893 0.173 -0.544
F 1.732 -1.436 1.378
O 0.644 -1.892 6.312
S 1.100 -2.990 5.451
O 1.774 -4.241 5.937
O -0.184 -3.510 4.491
C 0.053 -4.468 3.451
C 0.379 -5.952 3.848
C 2.165 -2.271 4.264
H 0.822 -4.022 2.821
H -0.882 -4.411 2.894
H 1.349 -6.037 4.339
H 0.399 -6.566 2.948
H -0.279 -6.373 4.608
H 2.767 -1.627 4.906
H 1.499 -1.631 3.685
H 2.776 -3.041 3.792
O -5.319 -4.977 -0.364
S -3.958 -5.364 -0.786
O -3.782 -6.519 -1.730
O -3.202 -3.989 -1.490
C -2.553 -4.115 -2.773
C -1.313 -3.164 -2.831
C -2.973 -5.499 0.715
H -3.199 -3.843 -3.608
H -2.155 -5.106 -2.988
H -0.610 -3.326 -2.014
H -1.581 -2.112 -2.926
H -0.671 -3.170 -3.712
H -1.962 -5.168 0.479
H -3.006 -6.536 1.052
H -3.187 -4.696 1.421
O -0.127 1.959 -7.644
S -1.472 1.526 -7.178
O -1.962 0.110 -7.197
O -1.722 2.144 -5.611
C -2.687 1.434 -4.831
C -2.368 1.514 -3.391
C -2.541 2.673 -8.015
H -2.970 0.405 -5.054
H -3.638 1.919 -5.052
H -1.990 2.479 -3.056
H -1.477 0.929 -3.164
H -3.262 1.328 -2.796
H -2.430 2.583 -9.096
H -2.266 3.637 -7.587
H -3.528 2.352 -7.682
O 1.717 3.554 2.793
S 0.653 4.147 1.994
O -0.697 4.181 2.565
O 1.225 5.725 1.610
C 2.587 5.897 1.264
C 2.656 6.494 -0.121
C 0.581 3.464 0.256
H 3.080 4.929 1.177
H 3.187 6.401 2.022
H 2.276 5.723 -0.790
H 3.714 6.672 -0.316
H 2.025 7.382 -0.168
H -0.106 2.633 0.093
H 1.610 3.293 -0.060
H 0.345 4.355 -0.326
O 0.924 4.647 -4.965
S 1.960 3.636 -4.692
O 3.043 3.938 -3.732
O 1.151 2.190 -4.256
C 1.916 1.218 -3.487
C 1.954 -0.087 -4.290
C 2.633 2.992 -6.262
H 1.460 1.059 -2.509
H 2.912 1.649 -3.378
H 2.419 -0.882 -3.707
H 2.587 0.198 -5.131
H 1.011 -0.497 -4.652
H 2.008 2.133 -6.508
H 3.634 2.610 -6.063
H 2.800 3.837 -6.930
O -2.153 0.676 7.574
S -1.708 1.515 6.436
O -2.717 2.188 5.619
O -0.567 2.645 6.973
C -0.084 3.612 6.059
C 1.256 4.076 6.486
C -0.672 0.522 5.281
H -0.707 4.505 6.112
H -0.261 3.298 5.030
H 1.870 3.377 7.054
H 1.253 5.109 6.833
H 1.852 4.180 5.579
H -1.020 -0.511 5.315
H 0.263 0.456 5.837
H -0.478 0.925 4.287
O 4.880 -3.545 2.588
S 5.880 -3.732 1.551
O 6.733 -4.919 1.497
O 5.248 -3.474 0.070
C 4.155 -2.629 -0.008
C 4.373 -2.002 -1.371
C 6.956 -2.192 1.633
H 4.102 -1.911 0.810
H 3.244 -3.219 0.091
H 5.314 -1.475 -1.528
H 3.602 -1.252 -1.545
H 4.385 -2.820 -2.091
H 7.471 -2.112 0.676
H 7.600 -2.446 2.475
H 6.330 -1.351 1.930
O -5.421 2.157 -0.937
S -5.477 1.826 0.477
O -6.239 2.487 1.564
O -5.668 0.129 0.682
C -5.736 -0.639 -0.509
C -5.737 -2.065 -0.090
C -3.660 1.947 1.028
H -4.909 -0.343 -1.155
H -6.690 -0.312 -0.922
H -6.052 -2.577 -0.998
H -6.557 -2.186 0.618
H -4.843 -2.500 0.358
H -2.997 1.728 0.191
H -3.620 1.030 1.617
H -3.557 2.839 1.646
```

(2)
C24H64AsF6O24S8 as an isolated structure, computed with the ωB97M-V functional and the def2-TZVPD basis.

Summary:
- net charge = -1
- HOMO level (Ha) = -0.3391
- HOMO-LUMO gap (Ha) = 0.402

```
127
C24H64AsF6O24S8, DFT the ωB97M-V functional and the def2-TZVPD basis
As 1.001 -0.492 -1.078
F 1.138 0.802 -0.020
F -0.394 0.254 -1.718
F 0.890 -1.646 -2.308
F 2.359 -1.226 -0.419
F 0.022 -1.424 -0.088
F 1.904 0.405 -2.198
O 2.564 3.522 -5.496
S 3.355 2.922 -6.509
O 4.714 3.265 -6.686
O 3.279 1.362 -6.319
C 2.455 0.853 -5.193
C 2.910 -0.568 -5.080
C 2.524 3.006 -8.047
H 1.386 0.974 -5.381
H 2.712 1.421 -4.305
H 2.263 -1.214 -4.475
H 3.934 -0.608 -4.738
H 2.819 -1.054 -6.062
H 2.208 4.017 -8.276
H 1.677 2.322 -7.975
H 3.110 2.607 -8.874
O -1.548 -5.581 6.140
S -2.026 -4.806 5.097
O -2.876 -3.720 5.385
O -0.745 -4.318 4.364
C -0.937 -3.437 3.232
C 0.165 -2.404 3.212
C -2.834 -5.788 3.875
H -1.884 -2.888 3.374
H -1.044 -3.990 2.299
H 1.059 -2.956 2.930
H 0.285 -1.944 4.183
H -0.118 -1.647 2.483
H -2.411 -6.789 3.896
H -2.624 -5.403 2.879
H -3.879 -5.753 4.145
O 4.866 -0.960 4.057
S 3.840 -0.049 3.752
O 2.573 -0.122 4.392
O 4.375 1.443 3.900
C 5.633 1.686 4.599
C 6.836 1.565 3.692
C 3.454 -0.003 2.028
H 5.729 1.217 5.578
H 5.557 2.744 4.899
H 6.934 0.552 3.295
H 7.776 1.782 4.210
H 6.797 2.263 2.853
H 4.332 0.435 1.553
H 2.665 0.731 1.946
H 3.241 -1.010 1.728
O 3.737 4.274 6.003
S 2.445 4.176 5.432
O 1.613 5.293 5.385
O 2.643 3.607 4.005
C 1.791 4.169 2.965
C 2.407 3.827 1.599
C 1.533 2.850 6.141
H 1.652 5.235 3.093
H 0.820 3.666 3.038
H 1.672 3.331 0.976
H 3.203 3.092 1.773
H 2.846 4.696 1.127
H 0.520 2.976 5.762
H 1.514 2.911 7.223
H 1.960 1.899 5.821
O -5.774 -3.963 1.003
S -4.463 -3.590 0.789
O -3.395 -4.444 1.203
O -4.285 -3.341 -0.769
C -2.996 -3.389 -1.347
C -3.172 -3.383 -2.828
C -4.155 -1.967 1.403
H -2.367 -4.213 -1.009
H -2.374 -2.521 -1.068
H -4.039 -3.986 -3.124
H -2.345 -3.800 -3.382
H -3.403 -2.389 -3.197
H -4.818 -1.258 0.926
H -3.119 -1.768 1.147
H -4.313 -1.963 2.478
O -4.219 1.102 2.663
S -2.836 1.405 2.850
O -2.459 2.690 3.361
O -2.204 0.258 3.694
C -1.221 0.552 4.765
C -1.769 -0.314 5.891
C -2.038 1.147 1.286
H -1.256 1.627 4.969
H -0.193 0.311 4.486
H -1.112 -0.215 6.767
H -1.900 -1.325 5.536
H -2.726 0.085 6.223
H -1.746 0.094 1.257
H -1.198 1.808 1.335
H -2.696 1.246 0.439
O -1.051 3.646 0.031
S -1.974 4.484 -0.640
O -2.264 5.750 -0.094
O -1.534 4.689 -2.127
C -0.746 3.671 -2.818
C -1.599 2.750 -3.585
C -3.532 3.640 -0.887
H -0.145 3.137 -2.078
H -0.059 4.223 -3.455
H -2.122 2.107 -2.878
H -0.943 2.138 -4.205
H -2.330 3.229 -4.230
H -4.060 3.823 0.043
H -3.331 2.598 -1.069
H -3.982 4.144 -1.729
O -2.414 -1.919 -7.606
S -2.660 -2.176 -6.230
O -3.998 -2.053 -5.731
O -2.174 -3.660 -5.889
C -0.905 -4.157 -6.447
C 0.071 -4.458 -5.340
C -1.542 -1.213 -5.282
H -0.455 -3.411 -7.109
H -1.162 -5.016 -7.056
H -0.351 -5.132 -4.597
H 0.555 -3.589 -4.908
H 0.957 -4.995 -5.732
H -0.524 -1.461 -5.515
H -1.713 -1.468 -4.244
H -1.799 -0.171 -5.415
```

(3)
C24H64AsF6O24S8 as an isolated structure, computed with the ωB97M-V functional and the def2-TZVPD basis.

Summary:
- net charge = -1
- HOMO level (Ha) = -0.2001
- HOMO-LUMO gap (Ha) = 0.180

```
127
C24H64AsF6O24S8, DFT the ωB97M-V functional and the def2-TZVPD basis
As -34.761 -2.550 -12.422
F -34.063 -2.867 -10.787
F -35.759 -1.303 -11.663
F -35.459 -2.164 -14.077
F -33.723 -3.831 -13.183
F -36.047 -3.755 -12.105
F -33.447 -1.343 -12.621
O -34.626 -5.068 -15.947
S -35.092 -5.987 -14.899
O -35.966 -7.102 -15.214
O -33.749 -6.386 -13.920
C -32.754 -7.108 -14.603
C -31.495 -7.223 -13.810
C -36.025 -5.028 -13.507
H -32.484 -6.633 -15.546
H -33.184 -8.072 -14.875
H -31.829 -7.473 -12.803
H -30.911 -6.313 -13.668
H -31.047 -8.059 -14.347
H -36.865 -4.438 -13.873
H -35.285 -4.383 -13.033
H -36.340 -5.661 -12.678
O -35.684 1.755 -15.805
S -35.029 0.623 -15.189
O -34.576 -0.471 -16.004
O -33.668 1.266 -14.484
C -32.649 0.450 -14.139
C -31.317 1.267 -13.990
C -35.836 0.068 -13.632
H -32.338 -0.238 -14.926
H -32.798 -0.172 -13.257
H -30.609 1.090 -14.799
H -30.751 0.914 -13.128
H -31.492 2.333 -13.845
H -36.274 0.925 -13.120
H -35.020 -0.423 -13.102
H -36.531 -0.728 -13.901
O -30.722 -1.944 -13.862
S -30.209 -2.845 -12.871
O -28.757 -2.945 -12.747
O -30.754 -2.281 -11.412
C -32.112 -2.447 -11.039
C -32.282 -1.591 -9.769
C -31.055 -4.488 -13.093
H -32.424 -3.480 -10.885
H -32.637 -1.983 -11.874
H -33.352 -1.390 -9.828
H -31.640 -0.711 -9.784
H -32.100 -2.230 -8.904
H -30.954 -5.064 -12.172
H -30.817 -4.926 -14.062
H -32.102 -4.185 -13.115
O -32.291 -4.739 -9.853
S -33.405 -4.428 -8.919
O -33.577 -5.276 -7.686
O -33.122 -2.858 -8.413
C -34.005 -2.244 -7.452
C -33.487 -2.613 -6.078
C -35.041 -4.236 -9.822
H -35.077 -2.410 -7.558
H -33.951 -1.158 -7.523
H -32.610 -2.044 -5.770
H -33.230 -3.672 -6.077
H -34.309 -2.553 -5.364
H -35.809 -4.644 -9.166
H -34.960 -4.730 -10.790
H -35.380 -3.210 -9.679
O -31.916 -4.596 -17.191
S -31.529 -3.910 -15.925
O -30.484 -4.336 -15.000
O -31.408 -2.297 -16.323
C -32.243 -1.794 -17.298
C -31.308 -1.729 -18.498
C -33.014 -3.828 -14.773
H -32.587 -0.823 -16.943
H -33.182 -2.349 -17.316
H -31.800 -1.197 -19.311
H -31.261 -2.762 -18.842
H -30.393 -1.300 -18.088
H -33.158 -4.814 -14.332
H -33.878 -3.474 -15.337
H -32.962 -3.117 -13.948
O -39.115 -1.695 -8.783
S -38.723 -1.389 -10.153
O -39.775 -1.130 -11.185
O -37.801 -0.051 -10.149
C -37.483 0.572 -11.359
C -38.059 1.968 -11.234
C -37.521 -2.692 -10.729
H -37.785 0.115 -12.301
H -36.399 0.514 -11.453
H -37.756 2.389 -10.276
H -39.132 2.156 -11.206
H -37.600 2.397 -12.125
H -37.863 -3.679 -10.420
H -36.534 -2.436 -10.342
H -37.474 -2.740 -11.817
O -35.987 -4.542 -17.688
S -35.588 -3.297 -17.017
O -34.208 -2.856 -17.286
O -36.732 -2.134 -17.319
C -36.467 -0.853 -16.752
C -36.397 -0.017 -18.033
C -35.855 -3.455 -15.186
H -35.539 -0.797 -16.183
H -37.244 -0.576 -16.039
H -37.356 0.003 -18.549
H -35.674 -0.342 -18.781
H -36.102 1.022 -17.886
H -36.873 -3.336 -14.815
H -35.136 -2.762 -14.750
H -35.668 -4.528 -15.155
O -36.019 2.577 -12.369
S -34.977 3.037 -11.448
O -35.290 3.910 -10.323
O -34.021 1.792 -11.003
C -34.477 0.504 -11.118
C -33.542 -0.444 -10.456
C -33.711 3.808 -12.483
H -34.505 0.131 -12.142
H -35.431 0.278 -10.641
H -32.572 -0.345 -10.943
H -33.903 -1.470 -10.382
H -33.419 -0.059 -9.443
H -33.267 2.991 -13.052
H -32.879 3.928 -11.789
H -34.031 4.712 -13.002
```

Which of them is the most stable, and which is the least stable? (2) and (3), in that order.